(1)
Entry from the OMol25 dataset: the ion C4H8NO2 with charge -1 at a distorted geometry (ωB97M-V/def2-TZVPD).

Properties
**Net charge**: -1
**ΔE to the lowest compared entry with this formula, charge and spin**: 237.2 kJ/mol
**Spin multiplicity**: 1
**HOMO level**: -3.89 eV
**SMILES string**: CN(C)CC(=O)[O-]
**Strongest force on any atom**: 5.73 eV/Å
**Total energy**: -9862.328 eV
**Orbital gap**: 7.83 eV

Geometry (Å):
1 C 0.017 -1.066 -1.435
2 N -0.658 -1.004 -0.126
3 C -0.748 -2.403 0.488
4 C 0.228 -0.104 0.721
5 C 0.315 1.448 0.244
6 O 0.664 2.124 1.148
7 O 0.149 1.840 -0.968
8 H -0.558 -1.901 -1.899
9 H 1.210 -1.391 -1.499
10 H -0.219 -0.155 -1.749
11 H 0.155 -2.692 1.171
12 H -0.885 -3.097 -0.362
13 H -1.542 -2.270 1.144
14 H -0.242 -0.038 1.707
15 H 1.309 -0.389 0.813

=====

(2)
Entry from the OMol25 dataset: a structure of composition C63H71Ge2INS5SbSc (ωB97M-V/def2-TZVPD).

Properties
**Net charge**: -1
**ΔE to the lowest compared entry with this formula, charge and spin**: 57.3 kJ/mol
**Spin multiplicity**: 1
**HOMO level**: -5.20 eV
**Strongest force on any atom**: 0.84 eV/Å
**Total energy**: -270533.235 eV
**Orbital gap**: 7.38 eV

Geometry (Å):
1 Sc -0.071 -2.268 -0.456
2 C 4.935 -2.498 3.706
3 C 4.857 -1.486 2.590
4 C 4.490 -0.171 2.838
5 C 4.387 0.763 1.812
6 C 4.002 2.188 2.136
7 C 4.670 0.367 0.497
8 C 5.100 -0.942 0.235
9 C 5.478 -1.418 -1.145
10 C 5.161 -1.850 1.286
11 C 4.665 1.412 -0.575
12 C 5.923 1.907 -0.921
13 C 6.063 2.924 -1.848
14 C 4.932 3.473 -2.418
15 C 3.659 3.003 -2.095
16 C 3.504 1.948 -1.174
17 Ge 1.735 1.026 -0.898
18 S 1.996 -1.070 -1.372
19 S 0.689 1.330 1.102
20 Ge -1.190 1.343 -0.202
21 S -1.977 -0.663 -0.258
22 S 0.001 1.951 -2.030
23 C -2.732 2.533 0.302
24 C -2.637 3.383 1.419
25 C -3.744 4.119 1.841
26 C -4.941 4.054 1.155
27 C -5.043 3.230 0.049
28 C -3.971 2.448 -0.379
29 C -4.220 1.584 -1.574
30 C -3.705 1.934 -2.825
31 C -2.995 3.248 -3.070
32 C -3.887 1.065 -3.899
33 C -4.605 -0.111 -3.771
34 C -4.739 -1.075 -4.919
35 C -5.193 -0.390 -2.540
36 C -5.013 0.431 -1.440
37 C -5.595 0.028 -0.110
38 C -1.387 3.589 2.212
39 C -1.091 2.770 3.301
40 C -1.900 1.532 3.606
41 C 0.007 3.078 4.101
42 C 0.800 4.184 3.852
43 C 1.979 4.521 4.729
44 C 0.492 4.986 2.755
45 C -0.581 4.700 1.924
46 C -0.861 5.551 0.713
47 C 2.539 3.685 -2.810
48 C 1.946 4.814 -2.254
49 C 2.345 5.287 -0.883
50 C 0.970 5.489 -2.981
51 C 0.568 5.059 -4.236
52 C -0.510 5.784 -5.001
53 C 1.191 3.943 -4.785
54 C 2.178 3.254 -4.096
55 C 2.843 2.047 -4.710
56 H 4.565 -2.080 4.642
57 H 5.968 -2.820 3.861
58 H 4.340 -3.382 3.467
59 H 4.269 0.139 3.855
60 H 4.091 2.372 3.208
61 H 2.965 2.388 1.848
62 H 4.634 2.900 1.601
63 H 5.552 -0.599 -1.857
64 H 4.718 -2.107 -1.515
65 H 6.433 -1.947 -1.118
66 H 5.452 -2.876 1.070
67 H 6.796 1.468 -0.449
68 H 7.049 3.287 -2.118
69 H 5.022 4.283 -3.134
70 H -3.644 4.750 2.718
71 H -5.791 4.643 1.480
72 H -5.972 3.176 -0.508
73 H -3.019 3.892 -2.192
74 H -3.474 3.777 -3.897
75 H -1.951 3.085 -3.341
76 H -3.441 1.316 -4.858
77 H -4.578 -0.577 -5.876
78 H -5.725 -1.544 -4.927
79 H -3.987 -1.864 -4.827
80 H -5.789 -1.294 -2.431
81 H -6.309 -0.787 -0.237
82 H -6.093 0.857 0.392
83 H -4.792 -0.324 0.547
84 H -2.844 1.518 3.063
85 H -2.107 1.457 4.675
86 H -1.333 0.642 3.314
87 H 0.246 2.429 4.939
88 H 2.054 3.832 5.572
89 H 1.892 5.537 5.122
90 H 2.910 4.466 4.159
91 H 1.109 5.856 2.548
92 H -0.226 6.437 0.709
93 H -1.904 5.868 0.678
94 H -0.662 4.980 -0.199
95 H 3.414 5.149 -0.712
96 H 1.812 4.718 -0.116
97 H 2.102 6.342 -0.751
98 H 0.508 6.373 -2.554
99 H -0.922 6.608 -4.417
100 H -1.328 5.104 -5.251
101 H -0.118 6.190 -5.937
102 H 0.893 3.597 -5.771
103 H 2.430 1.838 -5.697
104 H 2.696 1.163 -4.083
105 H 3.919 2.202 -4.805
106 S -0.736 -2.701 4.173
107 C 0.879 -2.152 4.043
108 C 1.284 -2.046 2.750
109 C 0.303 -2.433 1.785
110 C -0.846 -2.812 2.433
111 C -2.077 -3.242 1.790
112 C -3.298 -3.353 2.467
113 C -4.444 -3.634 1.758
114 C -4.361 -3.810 0.380
115 C -3.119 -3.740 -0.210
116 N -1.996 -3.482 0.469
117 H 1.434 -1.924 4.945
118 H 2.269 -1.693 2.481
119 H -3.327 -3.182 3.536
120 H -5.399 -3.702 2.266
121 H -5.238 -4.012 -0.220
122 H -2.993 -3.903 -1.275
123 I -0.646 -3.252 -3.096
124 C -0.158 -9.522 -0.451
125 C 0.284 -8.198 -1.076
126 Sb -0.633 -6.348 -0.313
127 C 0.935 -5.978 1.157
128 C 1.238 -7.142 2.099
129 C -1.947 -7.301 1.151
130 C -3.296 -7.708 0.548
131 H 0.350 -10.366 -0.931
132 H -1.233 -9.678 -0.569
133 H 0.067 -9.566 0.617
134 H 0.050 -8.200 -2.143
135 H 1.367 -8.071 -0.986
136 H 0.621 -5.099 1.718
137 H 1.827 -5.699 0.589
138 H 0.379 -7.367 2.733
139 H 2.080 -6.899 2.756
140 H 1.500 -8.048 1.545
141 H -2.091 -6.574 1.956
142 H -1.443 -8.172 1.571
143 H -3.833 -6.839 0.166
144 H -3.933 -8.202 1.290
145 H -3.165 -8.408 -0.282

=====

(3)
Entry from the OMol25 dataset: a structure of composition C16H14BiN5O4S4 (ωB97M-V/def2-TZVPD).

Properties
**ΔE to the lowest compared entry with this formula, charge and spin**: 25.4 kJ/mol
**Spin multiplicity**: 1
**HOMO level**: -7.44 eV
**Strongest force on any atom**: 0.45 eV/Å
**Total energy**: -81642.121 eV
**Orbital gap**: 6.66 eV

Geometry (Å):
1 Bi -1.157 -0.541 0.787
2 O 1.218 -0.651 5.595
3 C 0.817 -0.295 4.362
4 O -0.338 -0.311 4.023
5 C 1.948 0.108 3.471
6 C 3.234 0.305 3.945
7 C 4.209 0.663 3.025
8 C 3.860 0.795 1.694
9 C 2.532 0.607 1.320
10 N 1.596 0.272 2.199
11 C 2.104 0.766 -0.146
12 O 2.991 0.624 -0.999
13 O 0.875 0.957 -0.361
14 H 0.415 -0.882 6.084
15 H 3.460 0.166 4.991
16 H 5.229 0.825 3.347
17 H 4.577 1.049 0.926
18 C 0.040 0.546 -3.683
19 C -0.783 0.075 -2.524
20 N -0.396 -0.840 -1.726
21 N 0.807 -1.416 -1.977
22 C 1.466 -2.151 -1.044
23 N 2.704 -2.516 -1.411
24 S 0.870 -2.629 0.446
25 C -2.053 0.769 -2.176
26 C -2.807 1.417 -3.143
27 C -3.987 2.046 -2.775
28 C -4.378 2.025 -1.450
29 C -3.575 1.360 -0.539
30 N -2.446 0.753 -0.894
31 H 1.019 0.853 -3.299
32 H -0.392 1.413 -4.169
33 H 0.171 -0.237 -4.434
34 H 1.366 -1.015 -2.719
35 H 3.183 -2.025 -2.149
36 H 3.279 -2.922 -0.695
37 H -2.496 1.410 -4.177
38 H -4.594 2.540 -3.523
39 H -5.290 2.498 -1.117
40 H -3.849 1.273 0.507
41 S -5.432 -2.565 1.102
42 C -3.932 -1.927 1.099
43 S -2.744 -2.356 -0.120
44 S -3.324 -0.833 2.325

=====

(4)
Entry from the OMol25 dataset: a cluster of 2 separate species, C5H11N3 in total at a distorted geometry (ωB97M-V/def2-TZVPD).

Properties
**Net charge**: +2
**ΔE to the lowest compared entry with this formula, charge and spin**: 465.2 kJ/mol
**Spin multiplicity**: 1
**HOMO level**: -18.72 eV
**Strongest force on any atom**: 4.46 eV/Å
**Total energy**: -9813.121 eV
**Orbital gap**: 11.63 eV

Geometry (Å):
1 C -0.713 0.362 0.851
2 C 1.001 -2.872 -2.426
3 C 1.237 -1.489 -2.438
4 C 0.013 2.836 1.239
5 C -1.029 1.796 1.010
6 N -0.053 -0.574 0.373
7 N -1.413 0.900 2.172
8 N 0.852 -4.008 -2.310
9 H 2.070 -1.102 -3.109
10 H 0.199 -0.913 -2.676
11 H 1.418 -1.362 -1.435
12 H 1.027 2.617 0.728
13 H 0.114 2.779 2.269
14 H -0.389 3.822 0.972
15 H -1.797 2.195 0.390
16 H -2.437 0.608 2.488
17 H -0.816 0.808 3.026
18 H 0.685 -4.984 -2.025
19 H 0.033 -1.420 0.900

=====

(5)
Entry from the OMol25 dataset: a structure of composition C4H8O2 (ωB97M-V/def2-TZVPD).

Properties
**ΔE to the lowest compared entry with this formula, charge and spin**: 579.8 kJ/mol
**Spin multiplicity**: 1
**HOMO level**: -8.21 eV
**Strongest force on any atom**: 0.49 eV/Å
**Total energy**: -8367.273 eV
**Orbital gap**: 8.72 eV

Geometry (Å):
1 C 0.218 0.939 1.579
2 O -0.029 -0.422 1.241
3 C -0.544 -0.699 -0.277
4 C -0.714 0.212 -1.472
5 O -0.109 -0.713 -2.261
6 C 0.836 -1.027 -0.209
7 H 0.661 1.491 0.743
8 H -0.730 1.414 1.855
9 H 0.902 0.959 2.431
10 H -1.280 -1.485 -0.160
11 H -0.199 1.192 -1.343
12 H -1.774 0.421 -1.701
13 H 1.560 -0.268 -0.485
14 H 1.201 -2.013 0.059

=====

(6)
Entry from the OMol25 dataset: an isolated molecule of C6H14N2O at a distorted geometry (ωB97M-V/def2-TZVPD).

Properties
**ΔE to the lowest compared entry with this formula, charge and spin**: 290.7 kJ/mol
**Spin multiplicity**: 1
**HOMO level**: -8.93 eV
**SMILES string**: CC(=O)NC(C)(C)CN
**Strongest force on any atom**: 3.07 eV/Å
**Total energy**: -11474.757 eV
**Orbital gap**: 9.65 eV

Geometry (Å):
1 C -0.096 -0.367 0.555
2 C -1.278 0.215 1.372
3 C 0.822 -1.162 1.493
4 C -0.602 -1.271 -0.568
5 C 1.070 1.176 -2.236
6 N 0.663 0.780 -0.022
7 C 1.710 0.534 -1.094
8 N -2.269 0.993 0.652
9 O 2.858 0.295 -0.820
10 H 1.143 1.256 0.742
11 H -2.780 0.424 -0.012
12 H -1.833 1.757 0.149
13 H -1.790 -0.615 1.865
14 H -0.867 0.848 2.166
15 H -1.169 -2.098 -0.141
16 H 0.301 -2.035 1.888
17 H 1.708 -1.507 0.962
18 H 1.148 -0.546 2.333
19 H 0.226 -1.694 -1.135
20 H -1.242 -0.727 -1.262
21 H 0.357 1.704 -1.244
22 H 0.183 0.649 -2.579
23 H 1.738 1.391 -3.065